# 1
DFT (ωB97M-V/def2-TZVPD) results for a single C5H7NO2 molecule.

Atoms and positions in Å:
C (-0.14002, -0.40873, -0.47654)
C (0.10628, -0.58462, 0.89860)
C (0.22552, 0.62814, 1.53631)
C (0.52201, -1.70094, 1.78243)
C (-0.51902, 1.20837, -2.23161)
N (-0.37751, 0.80793, -0.91638)
O (0.25995, 1.14021, 2.59766)
O (-0.16396, 1.78889, -0.04282)
H (-0.06737, -1.30656, -1.20586)
H (1.63711, -1.87224, 1.67141)
H (-0.18344, -2.55718, 1.56117)
H (0.39390, -1.39229, 2.81336)
H (-0.98296, 2.21469, -2.34200)
H (0.36750, 1.34443, -2.72878)
H (-1.07798, 0.68991, -2.91695)

HOMO energy: -8.06 eV
total charge: 0
structure (SMILES): CC(=C=O)/C=[N+](/C)[O-]
energy above the lowest of the compared OMol25 structures with the same formula, charge and spin: 342.1 kJ/mol
largest force on an atom: 3.65 eV Å⁻¹
gap between HOMO and LUMO: 0.3217 Ha
DFT total energy: -10880.071 eV

# 2
DFT (ωB97M-V/def2-TZVPD) results for a molecular structure, C5H7NO2.

Atoms and positions in Å:
C (-0.25428, -0.53667, 0.23291)
C (-1.57424, -0.60309, -0.33019)
C (-2.73259, -0.37163, -0.49754)
C (0.86630, 0.13143, -0.69917)
C (0.52994, 0.81679, 0.65659)
H (-0.20864, -1.80446, 1.79320)
H (1.71308, -1.04164, 1.06901)
H (-3.78745, -0.03172, -0.94576)
H (0.37193, 0.35485, -1.53343)
H (2.38338, 0.73013, -0.07732)
H (1.09015, 0.74566, 1.67316)
H (-1.28959, 1.54705, -0.79764)
N (0.56440, -1.63462, 0.87533)
O (2.21541, -0.17107, -1.02790)
O (-0.36972, 1.96125, 0.59240)

HOMO energy: -8.48 eV
total charge: 0
energy above the lowest of the compared OMol25 structures with the same formula, charge and spin: 1315.5 kJ/mol
largest force on an atom: 6.52 eV Å⁻¹
gap between HOMO and LUMO: 0.2666 Ha
DFT total energy: -10869.983 eV

# 3
DFT (ωB97M-V/def2-TZVPD) results for a molecular structure, C5H7NO2.

Atoms and positions in Å:
C (0.94586, 0.02075, 0.12609)
C (-0.22082, 0.19150, 1.17733)
C (-0.84806, -1.15912, 0.83064)
C (-0.48220, -0.57953, -0.66877)
C (-1.16445, 0.83123, -0.66493)
H (1.70598, 0.83077, -1.79609)
H (2.64124, 1.22389, -0.42798)
H (1.58081, -0.93131, 0.37661)
H (-0.10560, 0.40616, 2.15709)
H (-0.39631, -2.17281, 0.99425)
H (-1.84027, -1.33174, 1.02256)
H (-0.55687, -0.92584, -1.69390)
N (1.69654, 1.00719, -0.64369)
O (-1.98881, 1.37974, -1.40794)
O (-0.96705, 1.20912, 0.61873)

HOMO energy: -9.65 eV
total charge: 0
energy above the lowest of the compared OMol25 structures with the same formula, charge and spin: 309.1 kJ/mol
largest force on an atom: 4.41 eV Å⁻¹
gap between HOMO and LUMO: 0.3818 Ha
DFT total energy: -10880.413 eV

- The lowest DFT total energy belongs to which entry?
  number 3

- Which of these has the lowest energy above the lowest of the compared OMol25 structures with the same formula, charge and spin?
  number 3

- Look up the gap between HOMO and LUMO of the second one.
  0.2666 Ha

- Which formula does entry 1 have?
  C5H7NO2